{"formula": "C23H44Cl12F3N5O7", "method": "ωB97M-V/def2-TZVPD", "species": ["C", "C", "O", "C", "O", "C", "F", "F", "F", "H", "H", "H", "H", "H", "C", "O", "N", "C", "C", "H", "H", "H", "H", "H", "H", "H", "C", "O", "N", "C", "C", "H", "H", "H", "H", "H", "H", "H", "C", "O", "N", "C", "C", "H", "H", "H", "H", "H", "H", "H", "C", "O", "N", "C", "C", "H", "H", "H", "H", "H", "H", "H", "C", "O", "N", "C", "C", "H", "H", "H", "H", "H", "H", "H", "C", "Cl", "Cl", "Cl", "H", "C", "Cl", "Cl", "Cl", "H", "C", "Cl", "Cl", "Cl", "H", "C", "Cl", "Cl", "Cl", "H"], "positions_angstrom": [[1.661, -1.545, 5.812], [1.889, -1.616, 4.333], [3.351, -1.642, 4.086], [3.749, -2.450, 3.089], [3.075, -2.984, 2.256], [5.297, -2.558, 3.076], [5.759, -2.955, 4.229], [5.597, -3.470, 2.180], [5.899, -1.353, 2.804], [0.590, -1.419, 5.986], [2.151, -0.723, 6.347], [2.009, -2.485, 6.243], [1.530, -0.638, 3.948], [1.441, -2.427, 3.749], [0.035, -1.097, -0.029], [0.432, -1.945, -0.821], [-0.478, 0.111, -0.395], [-0.881, 1.021, 0.645], [-0.597, 0.452, -1.821], [0.060, -1.198, 1.069], [-1.967, 1.212, 0.516], [-0.341, 1.970, 0.673], [-0.681, 0.555, 1.650], [-1.659, 0.647, -1.911], [0.060, 1.274, -2.052], [-0.422, -0.460, -2.288], [-1.309, -6.279, 1.855], [-2.327, -6.880, 1.613], [-0.632, -5.414, 1.014], [-1.102, -5.131, -0.311], [0.582, -4.730, 1.304], [-0.864, -6.315, 2.860], [-1.449, -4.099, -0.311], [-2.018, -5.735, -0.496], [-0.343, -5.305, -1.091], [0.926, -4.993, 2.305], [1.323, -4.959, 0.525], [0.366, -3.691, 1.297], [-2.426, 2.122, -5.509], [-1.884, 3.153, -5.916], [-1.869, 0.963, -5.155], [-2.663, -0.242, -4.879], [-0.468, 0.758, -5.255], [-3.493, 1.974, -5.334], [-2.314, -0.673, -3.957], [-2.528, -0.990, -5.694], [-3.709, 0.015, -4.777], [-0.159, 0.461, -6.241], [0.142, 1.627, -5.011], [-0.209, -0.067, -4.584], [-1.830, -2.478, 3.671], [-1.097, -1.618, 3.186], [-2.845, -2.983, 3.011], [-3.707, -3.953, 3.639], [-3.078, -2.514, 1.613], [-1.731, -2.898, 4.701], [-3.469, -4.876, 3.122], [-4.731, -3.678, 3.386], [-3.657, -4.039, 4.693], [-3.826, -1.699, 1.587], [-2.135, -2.195, 1.246], [-3.446, -3.363, 1.086], [-0.065, 4.103, -3.819], [0.146, 3.396, -2.846], [0.673, 4.171, -4.928], [0.387, 5.098, -5.955], [1.922, 3.410, -5.108], [-0.871, 4.879, -3.834], [1.121, 5.873, -6.068], [-0.601, 5.509, -5.784], [0.312, 4.506, -6.864], [2.795, 4.103, -5.275], [2.122, 2.721, -4.286], [1.886, 2.875, -6.040], [2.043, 4.683, -0.931], [1.620, 4.901, 0.742], [3.565, 3.770, -1.086], [1.992, 6.276, -1.797], [1.204, 4.124, -1.359], [-0.039, 2.506, 4.394], [0.560, 2.079, 5.990], [-0.216, 4.252, 4.114], [-1.663, 1.805, 4.147], [0.595, 2.114, 3.586], [4.134, 1.836, 2.787], [5.244, 2.504, 1.618], [2.926, 0.837, 1.963], [3.326, 3.182, 3.567], [4.641, 1.222, 3.518], [-2.566, 3.907, -1.414], [-2.448, 5.539, -2.045], [-3.739, 2.993, -2.344], [-2.962, 3.883, 0.331], [-1.627, 3.392, -1.540]], "multiplicity": 1, "smiles": "CCOC(=O)C(F)(F)F.ClC(Cl)Cl.ClC(Cl)Cl.ClC(Cl)Cl.ClC(Cl)Cl.CN(C)C=O.CN(C)C=O.CN(C)C=O.CN(C)C=O.CN(C)C=O", "e_lumo_ev": 0.3, "gap_ev": 9.34, "e_above_lowest_ev": 0.0000, "max_force_ev_per_a": 2.95, "energy_ev": -204769.368, "homo_energy_ev": -9.037}

***

{"formula": "C17H43BIN2O4Si2", "method": "ωB97M-V/def2-TZVPD", "species": ["C", "C", "C", "C", "C", "C", "C", "Si", "C", "C", "N", "N", "C", "C", "C", "C", "O", "Si", "C", "O", "C", "C", "B", "O", "O", "C", "H", "H", "H", "H", "H", "H", "H", "H", "H", "H", "H", "H", "H", "H", "H", "H", "H", "H", "H", "H", "H", "H", "H", "H", "H", "H", "H", "H", "H", "H", "H", "H", "H", "H", "H", "H", "H", "H", "H", "H", "H", "H", "H", "I"], "positions_angstrom": [[-6.090, -0.115, -1.933], [-4.953, -0.709, -2.960], [-3.669, 0.326, -3.080], [-2.398, -0.143, -2.128], [-0.954, -0.177, -2.952], [-0.038, 1.135, -2.475], [1.486, 0.735, -2.036], [1.852, 0.996, -0.145], [3.606, 1.802, -0.055], [4.040, 2.314, 1.422], [3.533, 1.433, 2.526], [0.575, 1.902, 0.722], [0.785, 3.390, 0.721], [0.899, 3.890, 2.266], [-0.061, 2.988, 3.253], [-0.123, 3.548, 4.775], [2.008, -0.557, 0.707], [0.711, -1.639, 0.273], [1.516, -3.002, -0.875], [1.491, -4.292, -0.155], [2.021, -5.315, -1.091], [0.771, -5.810, -2.045], [-0.019, -2.643, 1.799], [-1.270, -3.369, 1.559], [0.613, -2.713, 3.121], [0.186, -1.518, 3.865], [-6.429, 0.955, -2.206], [-6.987, -0.865, -1.995], [-5.718, -0.170, -0.832], [-4.616, -1.725, -2.500], [-5.452, -0.883, -3.999], [-3.355, 0.523, -4.174], [-4.064, 1.338, -2.667], [-2.380, 0.607, -1.232], [-2.672, -1.180, -1.661], [-0.407, -1.183, -2.741], [-1.239, -0.128, -4.077], [0.065, 1.792, -3.462], [-0.600, 1.810, -1.702], [2.208, 1.464, -2.608], [1.800, -0.335, -2.406], [3.772, 2.625, -0.876], [4.360, 0.948, -0.340], [5.210, 2.266, 1.475], [3.757, 3.431, 1.514], [2.595, 1.713, 2.868], [4.212, 1.516, 3.305], [-0.384, 1.627, 0.446], [-0.204, 3.865, 0.306], [1.631, 3.766, 0.032], [1.967, 3.799, 2.715], [0.606, 5.020, 2.393], [0.311, 1.879, 3.326], [-1.134, 3.023, 2.794], [0.334, 4.597, 4.929], [-1.231, 3.480, 5.153], [0.464, 2.795, 5.459], [-0.428, -0.969, -0.347], [2.650, -2.737, -1.013], [1.038, -3.045, -1.926], [2.862, -4.823, -1.740], [2.477, -6.214, -0.496], [0.818, -5.247, -3.058], [0.748, -6.963, -2.185], [-0.188, -5.414, -1.497], [-1.182, -4.024, 0.818], [1.058, -0.741, 3.953], [-0.696, -0.998, 3.310], [-0.147, -1.897, 4.920], [-1.950, 2.248, -3.056]], "multiplicity": 1, "e_lumo_ev": 2.6, "gap_ev": 4.57, "charge": -1, "max_force_ev_per_a": 12.72, "energy_ev": -54023.360, "homo_energy_ev": -1.986}

***

{"formula": "C4H9NO2", "method": "ωB97M-V/def2-TZVPD", "species": ["C", "C", "O", "C", "N", "C", "O", "H", "H", "H", "H", "H", "H", "H", "H", "H"], "positions_angstrom": [[-2.068, -0.722, -0.201], [-0.654, -0.223, -0.414], [-0.693, 1.158, -0.736], [0.259, -0.427, 0.798], [1.636, -0.171, 0.415], [2.081, 1.108, 0.240], [2.846, 1.463, -0.632], [-2.073, -1.800, -0.007], [-2.651, -0.535, -1.103], [-2.547, -0.207, 0.635], [-0.213, -0.778, -1.254], [0.098, 1.389, -1.241], [-0.024, 0.278, 1.586], [0.201, -1.437, 1.214], [1.988, -0.792, -0.304], [1.667, 1.783, 0.997]], "multiplicity": 1, "smiles": "C[C@@H](O)CNC=O", "e_lumo_ev": 0.9, "gap_ev": 10.69, "e_above_lowest_ev": 0.9568, "max_force_ev_per_a": 0.42, "energy_ev": -9879.104, "homo_energy_ev": -9.804}

***

{"formula": "C36H40AsFN3O4PdSSi2", "method": "ωB97M-V/def2-TZVPD", "species": ["Pd", "C", "Si", "C", "C", "C", "C", "C", "C", "C", "C", "N", "Si", "C", "C", "C", "H", "H", "H", "H", "H", "H", "H", "H", "H", "H", "H", "H", "H", "H", "H", "H", "H", "H", "H", "H", "H", "H", "S", "C", "C", "C", "C", "C", "C", "As", "C", "C", "C", "C", "C", "C", "C", "C", "C", "C", "C", "C", "H", "H", "H", "H", "H", "H", "H", "H", "H", "H", "H", "H", "H", "H", "F", "C", "C", "N", "C", "C", "O", "O", "C", "O", "N", "C", "O", "H", "H", "H", "H"], "positions_angstrom": [[14.693, 9.153, 12.180], [12.456, 10.476, 17.358], [12.635, 10.609, 15.522], [13.822, 11.866, 14.930], [11.009, 10.824, 14.642], [13.409, 8.971, 15.047], [12.600, 8.120, 14.226], [11.598, 7.288, 14.719], [11.029, 6.294, 13.927], [11.484, 6.084, 12.627], [12.405, 7.013, 12.192], [12.959, 8.004, 12.918], [15.101, 8.236, 15.459], [16.143, 9.466, 16.360], [14.712, 6.809, 16.603], [15.992, 7.401, 14.056], [11.993, 11.344, 17.788], [13.409, 10.318, 17.798], [11.829, 9.611, 17.656], [13.546, 12.906, 15.179], [13.855, 11.742, 13.835], [14.847, 11.644, 15.269], [10.549, 11.789, 14.842], [10.273, 10.015, 14.825], [11.220, 10.836, 13.557], [11.251, 7.403, 15.738], [10.274, 5.635, 14.376], [11.122, 5.345, 11.957], [12.826, 6.960, 11.189], [15.723, 9.748, 17.321], [16.370, 10.364, 15.787], [17.089, 9.046, 16.579], [14.137, 7.181, 17.436], [15.577, 6.228, 16.970], [14.100, 6.134, 16.061], [16.926, 7.902, 13.723], [15.310, 7.050, 13.270], [16.335, 6.422, 14.444], [14.757, 8.343, 10.032], [16.098, 9.016, 9.149], [16.246, 8.582, 7.829], [17.309, 9.064, 7.079], [18.202, 9.994, 7.625], [18.079, 10.395, 8.969], [17.002, 9.928, 9.650], [16.772, 10.446, 11.452], [18.541, 10.066, 12.256], [19.028, 10.894, 13.219], [20.213, 10.550, 13.875], [20.963, 9.452, 13.496], [20.431, 8.616, 12.512], [19.208, 8.892, 11.916], [16.649, 12.307, 11.411], [16.430, 12.966, 12.633], [16.193, 14.363, 12.626], [16.140, 15.034, 11.427], [16.332, 14.384, 10.233], [16.575, 13.024, 10.223], [15.619, 7.772, 7.461], [17.491, 8.667, 6.089], [19.023, 10.360, 7.037], [18.779, 11.126, 9.423], [18.525, 11.851, 13.435], [20.556, 11.182, 14.638], [21.882, 9.220, 14.000], [21.024, 7.798, 12.211], [18.799, 8.263, 11.145], [16.325, 12.455, 13.547], [15.945, 14.864, 13.541], [15.929, 16.117, 11.445], [16.311, 14.968, 9.323], [16.546, 12.478, 9.286], [9.100, 11.784, 8.098], [9.690, 12.243, 9.221], [11.012, 12.286, 9.318], [11.622, 12.760, 10.435], [13.055, 12.758, 10.459], [13.558, 11.329, 10.530], [13.996, 10.799, 9.501], [13.475, 10.799, 11.671], [10.950, 13.201, 11.583], [11.514, 13.647, 12.594], [9.577, 13.075, 11.448], [8.801, 12.576, 10.342], [7.637, 12.444, 10.374], [11.625, 11.930, 8.501], [13.317, 13.322, 11.329], [13.426, 13.220, 9.536], [8.957, 13.391, 12.218]], "multiplicity": 5, "e_lumo_ev": [-2.2, -5.4], "gap_ev": [8.54, 5.57], "e_above_lowest_ev": 0.6045, "charge": 1, "max_force_ev_per_a": 3.52, "energy_ev": -144262.097, "homo_energy_ev": [-10.742, -10.921]}

***

{"formula": "C4H2F4", "method": "ωB97M-V/def2-TZVPD", "species": ["C", "C", "C", "C", "F", "F", "F", "F", "H", "H"], "positions_angstrom": [[0.193, 0.250, -0.845], [-2.339, -0.353, 0.359], [1.181, -0.512, -0.130], [1.195, 0.977, -0.009], [-3.367, 0.028, -0.381], [-2.478, -1.688, 0.331], [0.717, 1.594, 1.079], [2.206, 1.725, -0.476], [0.721, -1.013, 0.851], [1.972, -1.008, -0.778]], "multiplicity": 1, "e_lumo_ev": [-1.6, -1.7], "gap_ev": [7.70, 7.70], "e_above_lowest_ev": 5.5835, "max_force_ev_per_a": 3.08, "energy_ev": -15042.477, "homo_energy_ev": [-9.345, -9.393]}

***

{"formula": "CHF3N2S", "method": "ωB97M-V/def2-TZVPD", "species": ["C", "N", "N", "F", "F", "F", "S", "H"], "positions_angstrom": [[-0.134, 1.918, -0.153], [-2.924, -1.058, 1.317], [-3.038, -0.812, 0.252], [-0.627, 1.342, 0.972], [-0.628, 3.178, -0.224], [1.175, 1.989, 0.061], [-0.546, 0.932, -1.626], [0.285, -0.035, -1.337]], "multiplicity": 1, "smiles": "FC(F)(F)S.N#N", "e_lumo_ev": 0.6, "gap_ev": 11.22, "e_above_lowest_ev": 0.0000, "max_force_ev_per_a": 1.57, "energy_ev": -23022.046, "homo_energy_ev": -10.594}

***

- What is the multiplicity in the fourth record?
  5

***

- Look up the multiplicity of the fifth one.
  1